{"formula": "C43H40BrF4N4O4SSbSc", "method": "ωB97M-V/def2-TZVPD", "lumo_energy_ev": -3.15, "charge": 1, "symbols": ["Sc", "C", "C", "N", "C", "C", "C", "C", "N", "C", "C", "F", "C", "F", "C", "C", "F", "C", "F", "H", "H", "H", "H", "H", "H", "H", "H", "H", "H", "H", "H", "H", "H", "H", "C", "C", "C", "C", "C", "Br", "N", "C", "H", "H", "H", "H", "H", "H", "O", "C", "C", "C", "C", "C", "C", "C", "O", "N", "O", "O", "H", "H", "H", "H", "S", "Sb", "C", "C", "C", "C", "C", "C", "C", "C", "C", "C", "C", "C", "C", "C", "C", "C", "C", "C", "H", "H", "H", "H", "H", "H", "H", "H", "H", "H", "H", "H", "H", "H", "H"], "coordinates": [[0.60250, 1.61686, 1.23488], [3.13056, 0.60917, 3.60552], [2.48963, 1.87789, 4.13787], [1.04597, 2.04937, 3.83195], [0.69748, 3.42922, 4.24437], [-0.78289, 3.76078, 4.21258], [0.27974, 1.03512, 4.59479], [-0.73793, 0.33425, 3.70652], [-0.10658, 0.04899, 2.42514], [0.13523, -1.22219, 1.99928], [1.16314, -1.37628, 1.06277], [1.78036, -0.19782, 0.66509], [1.53985, -2.55729, 0.47894], [2.56624, -2.55968, -0.37708], [0.87578, -3.72572, 0.80362], [-0.16730, -3.61856, 1.70596], [-0.86193, -4.71135, 2.03469], [-0.54213, -2.41724, 2.28162], [-1.62186, -2.40765, 3.08894], [4.15384, 0.54757, 3.97844], [2.61553, -0.29486, 3.93144], [3.17734, 0.59936, 2.51902], [2.60665, 1.91487, 5.22953], [3.00743, 2.74649, 3.73656], [1.07831, 3.60536, 5.26006], [1.24658, 4.10077, 3.58029], [-1.34664, 3.21928, 4.97208], [-0.91459, 4.82511, 4.40771], [-1.23166, 3.54474, 3.24541], [0.97350, 0.28760, 4.97552], [-0.19846, 1.48506, 5.46845], [-1.10245, -0.56266, 4.20401], [-1.60493, 0.98916, 3.56794], [1.16619, -4.67921, 0.38915], [-5.04412, 0.97340, 0.86103], [-3.91142, 1.95034, 0.76143], [-4.05921, 3.19988, 0.17065], [-2.98374, 4.06757, 0.07903], [-1.77675, 3.63508, 0.58717], [-0.27918, 4.78438, 0.60843], [-1.59185, 2.44037, 1.13954], [-2.65016, 1.61832, 1.22326], [-5.90151, 1.41490, 1.36961], [-4.74456, 0.08194, 1.41019], [-5.37079, 0.66306, -0.13271], [-5.02325, 3.50405, -0.21950], [-3.07527, 5.04870, -0.36162], [-2.45017, 0.64959, 1.65915], [0.94648, 2.14192, -0.82385], [1.97935, 2.46054, -1.42383], [3.22380, 2.79838, -0.80698], [4.31930, 3.09667, -1.62994], [5.50462, 3.44953, -1.04915], [5.64277, 3.53604, 0.34005], [4.57536, 3.25891, 1.15658], [3.33430, 2.87401, 0.60830], [2.32428, 2.60636, 1.38209], [6.66004, 3.75104, -1.90676], [6.48518, 3.71659, -3.10781], [7.67570, 4.12310, -1.35890], [1.93734, 2.50547, -2.52026], [4.23824, 3.04914, -2.70784], [6.60038, 3.82427, 0.75001], [4.67117, 3.32663, 2.23104], [-1.26738, -0.03823, -0.86228], [-1.22291, -1.88144, -2.17270], [-2.11555, -3.50221, -1.18336], [-2.78214, -3.22702, 0.00621], [-3.41422, -4.25152, 0.69587], [-3.37361, -5.54780, 0.20379], [-2.70979, -5.82245, -0.98397], [-2.08322, -4.80071, -1.68270], [0.65720, -2.41518, -2.92083], [1.18684, -3.69660, -2.83289], [2.43397, -3.96595, -3.37990], [3.15143, -2.95778, -4.00573], [2.62612, -1.67498, -4.08934], [1.37896, -1.40233, -3.54910], [-2.35886, -1.50323, -3.89606], [-1.97257, -2.02004, -5.12730], [-2.74527, -1.76683, -6.25313], [-3.89752, -1.00257, -6.14491], [-4.28046, -0.48452, -4.91432], [-3.51030, -0.73030, -3.78822], [-2.78711, -2.21594, 0.39968], [-3.92784, -4.03934, 1.62454], [-3.85893, -6.34763, 0.74714], [-2.68285, -6.83243, -1.37105], [-1.59792, -5.02664, -2.62520], [0.64618, -4.48753, -2.32723], [2.84716, -4.96372, -3.31197], [4.12398, -3.17077, -4.42931], [3.18734, -0.88963, -4.57870], [0.96913, -0.39978, -3.61671], [-1.07116, -2.61554, -5.22010], [-2.44521, -2.16603, -7.21295], [-4.49841, -0.80592, -7.02299], [-5.17862, 0.11390, -4.83470], [-3.79530, -0.30805, -2.83103]], "atomic_forces_ev_per_a": [[-0.304, 0.079, 0.782], [0.006, -0.033, -0.001], [0.009, 0.034, 0.039], [-0.118, 0.008, -0.137], [0.007, 0.001, 0.042], [-0.036, 0.006, -0.009], [0.037, -0.026, 0.014], [-0.013, 0.030, 0.013], [-0.096, -0.133, -0.298], [0.049, -0.046, -0.091], [-0.056, -0.033, -0.066], [0.040, -0.090, -0.022], [0.095, 0.012, 0.033], [-0.003, -0.007, 0.027], [0.008, 0.015, 0.037], [0.064, 0.004, 0.055], [0.124, -0.002, 0.052], [0.063, -0.015, 0.109], [-0.025, 0.002, -0.008], [-0.003, 0.005, 0.005], [-0.002, 0.001, 0.000], [0.001, 0.014, -0.007], [-0.004, 0.004, -0.004], [0.005, -0.007, -0.020], [0.003, 0.002, -0.008], [-0.015, -0.002, -0.014], [0.004, -0.002, 0.000], [0.008, -0.003, 0.013], [0.016, 0.005, 0.000], [0.001, -0.006, -0.014], [-0.007, -0.007, -0.001], [0.008, 0.004, 0.015], [0.005, 0.004, -0.004], [-0.011, -0.006, 0.000], [-0.016, -0.018, 0.020], [0.011, -0.009, 0.012], [-0.018, 0.022, -0.012], [0.013, -0.008, 0.034], [-0.067, 0.023, 0.096], [0.037, 0.077, -0.012], [0.194, 0.045, -0.249], [0.012, 0.014, 0.015], [0.001, 0.007, -0.007], [0.000, 0.001, -0.009], [0.010, 0.001, 0.002], [-0.001, -0.005, 0.003], [0.003, 0.002, 0.001], [-0.015, -0.011, -0.020], [-0.085, -0.127, -0.141], [0.000, 0.035, 0.060], [0.000, 0.009, -0.069], [0.025, -0.020, 0.076], [0.087, -0.218, -0.068], [-0.030, -0.038, 0.043], [0.049, 0.029, -0.045], [-0.094, 0.018, -0.036], [0.370, 0.079, -0.046], [-0.293, 0.856, -0.001], [0.091, -0.313, -0.024], [0.120, -0.297, 0.023], [0.003, 0.025, -0.002], [0.001, -0.004, -0.004], [0.004, 0.000, -0.001], [-0.013, -0.001, 0.004], [-0.093, 0.035, -0.082], [-0.090, 0.027, 0.069], [-0.009, -0.041, 0.109], [-0.021, -0.028, -0.005], [-0.067, 0.011, -0.042], [-0.015, 0.012, -0.030], [-0.011, -0.008, 0.030], [-0.043, 0.023, -0.114], [0.131, 0.032, -0.052], [-0.040, -0.040, 0.011], [0.008, 0.000, -0.001], [0.001, -0.005, -0.003], [0.002, -0.002, 0.011], [0.012, -0.004, -0.002], [-0.006, 0.005, -0.063], [0.001, -0.047, -0.006], [-0.004, -0.005, 0.009], [0.005, 0.001, 0.000], [-0.008, 0.000, -0.011], [0.004, 0.014, 0.008], [-0.030, 0.002, -0.028], [0.015, 0.001, 0.003], [-0.002, 0.000, 0.000], [-0.004, -0.003, -0.001], [0.021, 0.015, 0.002], [-0.025, 0.012, -0.007], [-0.002, 0.002, 0.003], [0.000, -0.001, 0.001], [0.001, -0.002, -0.004], [-0.004, -0.004, 0.002], [0.006, 0.012, 0.008], [-0.002, 0.001, 0.000], [0.000, -0.002, 0.001], [0.002, 0.001, 0.000], [0.008, -0.002, 0.002]], "lowdin_charge": [1.00, -0.06, -0.25, -0.20, -0.24, -0.08, -0.16, -0.19, -0.09, -0.21, -0.16, 0.00, -0.23, 0.11, 0.07, -0.22, 0.11, -0.15, 0.08, 0.09, 0.07, 0.05, 0.13, 0.10, 0.13, 0.11, 0.08, 0.09, 0.03, 0.12, 0.13, 0.12, 0.10, 0.14, -0.02, -0.24, 0.02, -0.06, -0.71, 0.91, -0.07, -0.17, 0.09, 0.08, 0.09, 0.13, 0.11, 0.09, -0.15, -0.13, -0.10, 0.07, -0.13, 0.04, 0.04, -0.29, -0.18, -0.36, 0.08, 0.09, 0.15, 0.14, 0.13, 0.12, 0.22, 1.31, -0.35, -0.15, -0.08, -0.07, -0.07, -0.12, -0.37, -0.13, -0.07, -0.06, -0.07, -0.13, -0.35, -0.12, -0.07, -0.07, -0.08, -0.13, 0.07, 0.11, 0.11, 0.11, 0.10, 0.09, 0.11, 0.11, 0.11, 0.10, 0.10, 0.11, 0.11, 0.11, 0.08]}